Entry 1:
{
  "formula": "C8H9NO2",
  "method": "ωB97M-V with the def2-TZVPD basis set",
  "elements": ["O", "O", "N", "C", "C", "C", "C", "C", "C", "C", "C", "H", "H", "H", "H", "H", "H", "H", "H", "H"],
  "coordinates": [[-3.05388, -1.09704, -0.50710], [-3.20983, 0.10125, 1.30167], [-2.90264, 0.03834, 0.10404], [1.28870, 2.06189, 0.00643], [-0.08915, -0.13022, 0.04882], [2.22166, -0.30667, 0.40476], [-0.32029, -1.48187, -0.06697], [1.11685, 0.58389, 0.23547], [-2.43020, 1.13176, -0.57134], [0.80064, -2.29227, 0.07285], [2.00271, -1.67073, 0.36078], [0.75683, -3.25949, -0.31119], [-2.39833, 2.09591, -0.16916], [-1.38397, -1.77531, -0.30870], [2.98674, -2.14001, 0.45024], [0.60717, 2.34798, -0.65759], [3.22542, 0.02584, 0.44029], [0.88861, 2.49479, 0.84945], [-2.36683, 0.89699, -1.55214], [2.25977, 2.37499, -0.13062]],
  "fmax_ev_per_a": 4.409,
  "gap_ev": [8.6, 7.4],
  "e_tot_ev": -14019.0966,
  "e_homo_ev": [-9.55, -9.33],
  "e_above_lowest_kcal_mol": 179.8
}



Entry 2:
{
  "formula": "C8H9NO5Tb",
  "method": "ωB97M-V with the def2-TZVPD basis set",
  "elements": ["Tb", "O", "O", "O", "O", "O", "N", "C", "C", "C", "C", "C", "C", "C", "C", "H", "H", "H", "H", "H", "H", "H", "H", "H"],
  "coordinates": [[0.00558, 0.07774, -0.02574], [2.85759, -0.63625, -0.95656], [1.54752, 1.33073, 0.90480], [0.51322, -1.53008, 2.58882], [-2.87047, 0.64925, 0.94049], [-0.98247, -2.68653, -1.14583], [0.31625, 2.09531, 2.67574], [-1.81784, 0.42137, 0.58128], [2.63706, 2.86114, 2.35680], [1.81832, -0.40157, -0.63060], [-0.62819, -1.69393, -0.74921], [-0.60271, 0.54008, -2.18642], [1.44656, 2.06531, 1.96591], [0.32405, -0.96874, 1.64229], [-0.14808, 1.69621, -1.59835], [3.47297, 2.70854, 1.65647], [-1.67399, 0.33495, -2.27026], [-0.84727, 2.43369, -1.19555], [2.36122, 3.92712, 2.36354], [-0.51492, 1.54146, 2.42056], [0.26475, 2.67423, 3.49895], [2.95119, 2.55291, 3.36581], [0.04538, -0.05084, -2.83969], [0.87259, 2.04695, -1.76576]],
  "fmax_ev_per_a": 15.141,
  "gap_ev": [7.7, 6.8],
  "spin_multiplicity": 7,
  "s2": 12.878,
  "e_tot_ev": -42560.2565,
  "e_homo_ev": [-23.37, -22.26],
  "total_charge": 3
}



Entry 3:
{
  "formula": "C8H9NS2",
  "method": "ωB97M-V with the def2-TZVPD basis set",
  "elements": ["S", "S", "N", "C", "C", "C", "C", "C", "C", "C", "C", "H", "H", "H", "H", "H", "H", "H", "H", "H"],
  "coordinates": [[1.71854, 0.57952, 0.19881], [-2.30779, 1.19921, 1.81721], [-0.54882, -0.96892, 0.34160], [-0.35810, -1.83154, -1.94425], [1.76582, -1.18625, -0.50243], [-0.01780, 2.43961, 2.02032], [-0.02668, 0.23065, 0.70668], [-0.61035, 1.30633, 1.47427], [-0.94946, 3.29893, 2.51991], [-2.21480, 2.83711, 2.42792], [0.30638, -1.73850, -0.55843], [1.00847, 2.72342, 1.82964], [-1.38527, -1.49100, -1.73833], [0.40761, -2.70153, -0.05434], [-0.51988, -2.91028, -2.34769], [2.18991, -0.99974, -1.43653], [-3.18099, 3.20572, 2.87227], [2.44345, -1.71364, 0.30022], [-0.63714, 4.07570, 3.18822], [0.16464, -1.09213, -2.61598]],
  "fmax_ev_per_a": 6.695,
  "gap_ev": [6.5, 5.5],
  "spin_multiplicity": 3,
  "s2": 2.032,
  "e_tot_ev": -31598.0861,
  "e_homo_ev": [-5.73, -8.25],
  "e_above_lowest_kcal_mol": 12.2
}



Entry 4:
{
  "formula": "C8H9NS2Zn",
  "method": "ωB97M-V with the def2-TZVPD basis set",
  "elements": ["Zn", "S", "S", "N", "C", "C", "C", "C", "C", "C", "C", "C", "H", "H", "H", "H", "H", "H", "H", "H", "H"],
  "coordinates": [[-0.47026, 0.33780, -2.31627], [0.77040, -2.56046, 0.93432], [0.80187, -2.14596, -2.16075], [0.12238, -0.38352, -0.36675], [-0.00515, -0.06752, 0.96842], [0.57967, -1.63035, -0.60361], [-0.34295, 1.36123, 2.85042], [-0.39871, 1.17554, 1.47612], [0.44673, -0.91393, 3.19789], [0.10885, 0.34267, 3.72017], [0.35570, -1.12898, 1.83365], [0.19137, -0.20866, -4.09768], [-0.64722, 2.32290, 3.26628], [1.28296, -0.05054, -4.07171], [0.18125, 0.54263, 4.79311], [-1.27643, 1.86373, -2.14209], [0.79119, -1.72531, 3.83132], [-0.32410, -1.19689, -4.05710], [-0.71921, 1.96331, 0.78049], [-0.25698, 0.33872, -4.94195], [-1.19135, 1.76357, -2.89429]],
  "fmax_ev_per_a": 3.447,
  "gap_ev": 7.3,
  "e_tot_ev": -80018.0803,
  "e_homo_ev": -7.53
}



Entry 5:
{
  "formula": "C8H9O2P",
  "method": "ωB97M-V with the def2-TZVPD basis set",
  "elements": ["P", "O", "O", "C", "C", "C", "C", "C", "C", "C", "C", "H", "H", "H", "H", "H", "H", "H", "H", "H"],
  "coordinates": [[1.34465, -1.51213, -1.21567], [1.75984, 1.14446, -0.45792], [-1.28601, 0.47655, 0.12830], [-2.62273, 0.60195, -0.19851], [2.28151, -0.17320, -0.54346], [-3.24224, -0.82619, -0.15951], [3.90454, 1.20850, 0.26053], [3.64891, -0.12362, -0.16775], [-2.08363, -1.52883, 0.63920], [2.74924, 1.90402, -0.00083], [-0.91587, -0.65839, 0.60030], [4.26273, -0.95720, -0.03302], [2.51760, 2.95833, 0.30051], [4.85428, 1.67161, 0.36227], [-2.26708, -1.84998, 1.65003], [-1.90246, -2.57929, 0.22560], [-2.67203, 0.91305, -1.28455], [-4.05291, -0.76691, 0.48879], [-3.36304, -1.25504, -1.06987], [-2.91530, 1.35231, 0.47555]],
  "fmax_ev_per_a": 5.477,
  "gap_ev": [6.3, 6.4],
  "e_tot_ev": -21819.0143,
  "e_homo_ev": [-6.98, -7.20],
  "e_above_lowest_kcal_mol": 119.7
}



Entry 6:
{
  "formula": "C8H9P",
  "method": "ωB97M-V with the def2-TZVPD basis set",
  "elements": ["P", "C", "C", "C", "C", "C", "C", "C", "C", "H", "H", "H", "H", "H", "H", "H", "H", "H"],
  "coordinates": [[2.83813, 0.67323, -0.28450], [-2.16218, -0.83847, -0.56925], [1.34419, -0.16443, 0.28946], [-0.47378, 1.37482, 0.21676], [-0.81354, -1.05924, -0.40412], [-1.83908, 1.61456, 0.12174], [2.40969, -1.09753, -0.24575], [-0.03051, 0.04517, 0.03082], [-2.60742, 0.49760, -0.33929], [3.04048, -1.76259, 0.30554], [-3.68189, 0.66916, -0.65956], [-0.29745, -2.03250, -0.57100], [-2.49137, 2.45861, 0.40883], [1.51504, 0.11835, 2.54123], [3.57723, 0.62738, 0.86109], [2.03931, -1.57276, -1.09376], [-2.80602, -1.69512, -0.95937], [0.43917, 2.14375, 0.35113]],
  "fmax_ev_per_a": 3.121,
  "gap_ev": [7.1, 8.3],
  "e_tot_ev": -17724.4856,
  "e_homo_ev": [-7.48, -8.98],
  "e_above_lowest_kcal_mol": 99.1
}